The following is a quantum chemistry calculation of 8 unconnected molecules or ions with the total composition C19H45Cl10NO9P2 at a distorted geometry, from the Open Molecules 2025 dataset.

Positions of all 86 atoms, in Å:
C1 -0.61 -2.65 -0.65
C2 0.37 -1.71 0.01
O1 1.60 -1.77 -0.17
N1 -0.10 -0.81 0.83
C3 0.69 0.06 1.79
H1 -1.59 -2.26 -0.39
H2 -0.56 -3.66 -0.24
H3 -0.51 -2.65 -1.74
H4 -1.07 -0.95 1.07
H5 1.04 0.92 1.21
H6 1.48 -0.45 2.34
H7 -0.01 0.42 2.54
C4 0.54 6.29 0.52
O2 -0.23 5.50 -0.38
P1 -0.77 4.01 -0.09
O3 0.33 3.20 0.49
O4 -2.12 4.33 0.84
C5 -1.97 4.78 2.19
O5 -1.31 3.61 -1.56
C6 -2.19 4.51 -2.20
H8 1.53 6.33 0.07
H9 0.75 5.93 1.53
H10 0.17 7.32 0.49
H11 -2.67 4.35 2.90
H12 -2.00 5.86 2.34
H13 -1.01 4.44 2.59
H14 -2.57 5.31 -1.55
H15 -3.09 4.05 -2.61
H16 -1.72 5.02 -3.04
C7 -2.44 -1.85 3.93
O6 -2.39 -1.11 2.71
P2 -3.82 -0.78 2.06
O7 -4.81 -0.24 3.02
O8 -3.44 0.11 0.70
C8 -2.92 1.45 0.81
O9 -4.28 -2.21 1.55
C9 -5.67 -2.47 1.11
H17 -2.06 -1.35 4.82
H18 -1.74 -2.68 3.79
H19 -3.40 -2.29 4.22
H20 -1.84 1.35 0.89
H21 -3.36 2.00 1.64
H22 -3.17 2.04 -0.07
H23 -6.17 -1.53 0.91
H24 -6.32 -2.94 1.85
H25 -5.63 -3.04 0.18
Cl1 -3.79 -4.11 -2.26
C10 -3.02 -3.18 -3.52
C11 -4.05 -3.20 -4.63
Cl2 -4.21 -4.89 -5.31
H26 -2.12 -3.69 -3.86
H27 -2.84 -2.18 -3.13
H28 -3.85 -2.54 -5.47
H29 -4.97 -2.87 -4.16
Cl3 7.65 -2.45 -0.82
C12 6.02 -1.67 -0.91
C13 4.91 -2.74 -1.04
Cl4 4.84 -3.79 0.40
H30 6.14 -0.99 -1.75
H31 5.84 -1.06 -0.03
H32 5.14 -3.38 -1.88
H33 3.92 -2.30 -1.19
Cl5 1.66 4.44 3.78
C14 2.32 2.82 3.28
C15 3.89 2.90 2.98
Cl6 4.17 4.08 1.65
H34 1.79 2.64 2.34
H35 2.06 2.08 4.03
H36 4.20 1.95 2.53
H37 4.46 3.12 3.87
Cl7 0.73 -4.95 -3.59
C16 2.31 -5.09 -2.83
C17 2.24 -5.37 -1.35
Cl8 1.63 -6.98 -0.96
H38 2.76 -4.13 -3.08
H39 2.90 -5.82 -3.38
H40 1.76 -4.56 -0.81
H41 3.24 -5.36 -0.93
Cl9 4.83 1.80 -0.88
C18 3.16 1.27 -0.65
C19 2.53 1.16 -2.03
Cl10 3.06 -0.29 -2.87
H42 2.57 1.95 -0.03
H43 3.12 0.27 -0.23
H44 2.62 2.10 -2.58
H45 1.45 1.18 -1.91

Properties
LUMO energy (spin up / spin down)	1.480 / 2.162	eV
HOMO-LUMO gap (spin up / spin down)	0.98 / 9.71	eV
strongest force on any atom	3.42	eV Å⁻¹
net charge	-1
<S²>	0.7505
multiplicity	2

Mulliken charges in e:
1. C -0.790
2. C 0.722
3. O -0.469
4. N 0.567
5. C -1.243
6. H 0.321
7. H 0.238
8. H 0.043
9. H -0.218
10. H -0.039
11. H 0.448
12. H 0.319
13. C -0.754
14. O -0.137
15. P 1.583
16. O -0.572
17. O -0.073
18. C -0.852
19. O 0.183
20. C -2.090
21. H 0.274
22. H 0.127
23. H 0.376
24. H 0.420
25. H 0.277
26. H -0.011
27. H 0.221
28. H 0.718
29. H 0.268
30. C -1.353
31. O -0.058
32. P 0.746
33. O -0.598
34. O 0.084
35. C -0.241
36. O -0.176
37. C -0.869
38. H 0.315
39. H 0.371
40. H 0.325
41. H -0.141
42. H 0.268
43. H 0.068
44. H 0.306
45. H 0.280
46. H 0.192
47. Cl -0.158
48. C -0.577
49. C -0.689
50. Cl -0.173
51. H 0.050
52. H 0.558
53. H 0.482
54. H 0.346
55. Cl -0.226
56. C -0.437
57. C 0.040
58. Cl -0.207
59. H 0.320
60. H 0.269
61. H 0.349
62. H -0.166
63. Cl -0.162
64. C 0.265
65. C -0.465
66. Cl -0.160
67. H -0.582
68. H 0.467
69. H 0.227
70. H 0.403
71. Cl -0.149
72. C -0.439
73. C 0.351
74. Cl -0.213
75. H 0.069
76. H 0.461
77. H -0.180
78. H 0.038
79. Cl -0.173
80. C 0.399
81. C -0.516
82. Cl -0.163
83. H -0.404
84. H 0.118
85. H 0.539
86. H 0.111

The following is a quantum chemistry calculation of C10H12Si in the gas phase at a distorted geometry, from the Open Molecules 2025 dataset.

Positions of all 23 atoms, in Å:
C1 0.53 3.21 -1.46
C2 0.01 3.52 -0.20
C3 0.70 1.84 -1.68
C4 -0.21 2.65 0.87
C5 0.42 0.89 -0.72
C6 -0.09 1.32 0.60
C7 0.64 -0.49 -0.71
C8 0.32 -1.02 0.49
C9 -0.27 0.12 1.45
C10 -1.12 -3.63 -0.09
Si1 0.49 -2.85 0.74
H1 0.67 3.94 -2.20
H2 -0.39 4.57 -0.03
H3 1.03 1.59 -2.69
H4 -0.62 3.05 1.74
H5 0.94 -0.80 -1.63
H6 0.07 0.07 2.49
H7 -1.33 -0.25 1.48
H8 -1.59 -4.27 0.66
H9 -1.69 -2.65 -0.22
H10 -0.77 -4.08 -1.08
H11 0.56 -3.38 2.17
H12 1.71 -3.36 0.03

Properties
relative energy (zero: lowest compared OMol25 entry of this formula, charge and spin)	0.000	eV
LUMO energy	0.603	eV
HOMO-LUMO gap	8.73	eV
strongest force on any atom	4.39	eV Å⁻¹
SMILES string	C[SiH2]C1=Cc2ccccc2C1

natural (NBO) charges in e:
1. C -0.224
2. C -0.182
3. C -0.184
4. C -0.229
5. C -0.079
6. C 0.016
7. C -0.210
8. C -0.399
9. C -0.461
10. C -1.066
11. Si 1.097
12. H 0.217
13. H 0.203
14. H 0.205
15. H 0.214
16. H 0.218
17. H 0.245
18. H 0.244
19. H 0.237
20. H 0.233
21. H 0.244
22. H -0.170
23. H -0.168

The following is a quantum chemistry calculation of a molecular structure, C24H20AsBr2FeNOTe at a distorted geometry, from the Open Molecules 2025 dataset.

Positions of all 51 atoms, in Å:
Fe1 1.76 -1.28 -1.41
Br1 3.19 -4.24 0.07
C1 2.77 -3.20 -1.63
Br2 0.38 -1.07 -3.39
H1 2.14 -3.92 -2.16
H2 3.74 -3.20 -2.12
O1 0.35 -2.33 0.00
N1 -0.35 -3.39 -0.22
C2 -0.18 -4.47 0.56
C3 -0.94 -5.61 0.36
C4 -1.87 -5.65 -0.66
C5 -2.01 -4.53 -1.47
C6 -1.24 -3.41 -1.24
H3 0.60 -4.35 1.29
H4 -0.77 -6.46 1.00
H5 -2.47 -6.53 -0.83
H6 -2.72 -4.51 -2.29
H7 -1.25 -2.50 -1.82
C7 -4.01 0.45 0.75
C8 -3.08 -0.33 1.43
C9 -1.73 -0.22 1.14
C10 -1.28 0.68 0.17
C11 -2.22 1.46 -0.50
C12 -3.57 1.34 -0.21
As1 0.68 0.69 -0.24
C13 1.24 1.54 1.42
C14 1.48 0.92 2.64
C15 1.84 1.69 3.73
C16 1.96 3.07 3.60
C17 1.73 3.69 2.38
C18 1.37 2.92 1.28
C19 1.11 3.43 -0.10
C20 1.23 4.75 -0.50
C21 1.00 5.08 -1.84
C22 0.67 4.10 -2.76
C23 0.56 2.77 -2.36
C24 0.77 2.45 -1.03
H8 -5.07 0.36 0.98
H9 -3.41 -1.03 2.19
H10 -1.02 -0.85 1.66
H11 -1.89 2.16 -1.26
H12 -4.29 1.96 -0.75
H13 1.42 -0.16 2.72
H14 2.04 1.22 4.68
H15 2.25 3.67 4.46
H16 1.84 4.76 2.29
H17 1.51 5.52 0.20
H18 1.10 6.11 -2.16
H19 0.52 4.36 -3.80
H20 0.33 1.99 -3.08
Te1 3.81 0.13 -1.17

Properties
LUMO energy (spin up / spin down)	2.523 / 2.408	eV
HOMO-LUMO gap (spin up / spin down)	5.71 / 6.20	eV
strongest force on any atom	1.25	eV Å⁻¹
net charge	-1
<S²>	8.7806
multiplicity	6

Mulliken charges in e:
1. Fe 0.019
2. Br -0.344
3. C -0.590
4. Br -0.677
5. H 0.209
6. H 0.404
7. O -0.136
8. N 0.307
9. C -0.079
10. C -0.893
11. C -0.077
12. C -0.942
13. C 0.035
14. H 0.524
15. H 0.378
16. H 0.374
17. H 0.394
18. H 0.279
19. C -0.464
20. C -0.730
21. C -0.115
22. C 0.533
23. C -0.098
24. C -0.573
25. As 1.161
26. C -0.455
27. C -0.414
28. C -0.624
29. C -0.673
30. C -0.500
31. C 0.368
32. C 0.548
33. C -0.478
34. C -0.724
35. C -0.611
36. C -0.457
37. C -0.105
38. H 0.363
39. H 0.383
40. H 0.272
41. H 0.320
42. H 0.383
43. H 0.508
44. H 0.383
45. H 0.375
46. H 0.349
47. H 0.353
48. H 0.369
49. H 0.404
50. H 0.314
51. Te -0.548

The following is a quantum chemistry calculation of C5H6S2 in the gas phase at a distorted geometry, from the Open Molecules 2025 dataset.

Positions of all 13 atoms, in Å:
C1 1.42 1.80 -1.08
C2 1.14 1.33 0.00
C3 0.07 -0.94 0.63
C4 -0.80 -1.07 -0.65
C5 0.12 0.44 1.11
S1 -2.20 0.19 -0.65
S2 -1.56 1.34 0.99
H1 1.89 2.04 -1.97
H2 -0.20 -1.59 1.49
H3 1.09 -1.14 0.35
H4 -0.05 -0.86 -1.46
H5 -1.27 -2.01 -0.87
H6 0.33 0.47 2.12

Properties
relative energy (zero: lowest compared OMol25 entry of this formula, charge and spin)	2.173	eV
LUMO energy (spin up / spin down)	0.718 / -1.763	eV
HOMO-LUMO gap (spin up / spin down)	5.88 / 7.91	eV
strongest force on any atom	5.46	eV Å⁻¹
<S²>	2.0109
multiplicity	3

natural (NBO) charges in e:
1. C -0.264
2. C -0.044
3. C -0.476
4. C -0.525
5. C -0.275
6. S 0.095
7. S 0.086
8. H 0.230
9. H 0.226
10. H 0.243
11. H 0.237
12. H 0.239
13. H 0.229